Molecular formula: C41H58F3GeN4O3PSSe2Si3W
Method: DFT, ωB97M-V/def2-TZVPD

The geometry in ORCA input format:
```
! wB97M-V def2-TZVPD RIJCOSX def2/J DEFGRID3
* xyz 1 4
W -0.861 -0.814 -0.027
F -5.156 -0.073 -3.227
C -5.356 0.883 -2.309
F -6.078 0.339 -1.316
F -6.107 1.836 -2.875
C -4.058 1.443 -1.796
C -3.802 2.798 -1.814
C -2.618 3.276 -1.265
C -1.719 2.380 -0.737
N -1.937 1.065 -0.755
C -3.100 0.595 -1.230
S -3.169 -1.094 -0.929
H -4.529 3.479 -2.234
H -2.408 4.334 -1.219
H -0.799 2.704 -0.268
Se -0.647 0.886 1.865
P -2.959 0.846 2.169
Se -2.054 -2.430 1.432
C -3.390 2.619 2.009
C -4.686 2.850 1.548
C -5.147 4.145 1.343
C -4.308 5.224 1.584
C -3.013 5.005 2.037
C -2.557 3.712 2.248
C -2.909 0.598 3.976
C -3.631 -0.490 4.464
C -3.674 -0.755 5.829
C -2.988 0.064 6.711
C -2.259 1.149 6.233
C -2.220 1.415 4.875
H -5.339 2.010 1.335
H -6.157 4.309 0.992
H -4.661 6.234 1.422
H -2.357 5.846 2.227
H -1.537 3.559 2.578
H -4.161 -1.134 3.772
H -4.242 -1.598 6.197
H -3.021 -0.137 7.774
H -1.726 1.789 6.924
H -1.652 2.265 4.517
C 3.929 -1.712 0.521
Si 3.245 -0.627 -0.858
C 4.744 0.454 -1.256
C 2.828 -1.666 -2.357
Ge 1.465 0.990 -0.400
Si 2.384 2.583 1.206
C 3.585 3.648 0.222
C 3.274 1.663 2.568
C 1.162 3.757 2.018
Si 1.073 2.353 -2.420
C -0.241 1.869 -3.673
C 0.731 4.138 -1.865
C 2.695 2.396 -3.386
H 4.882 -2.092 0.136
H 3.329 -2.566 0.807
H 4.162 -1.135 1.415
H 5.517 -0.204 -1.669
H 5.153 0.878 -0.337
H 4.583 1.255 -1.972
H 3.718 -2.219 -2.672
H 2.499 -1.052 -3.195
H 2.052 -2.397 -2.143
H 4.330 3.092 -0.342
H 4.121 4.285 0.935
H 3.057 4.309 -0.468
H 4.100 1.060 2.194
H 2.586 1.010 3.108
H 3.684 2.382 3.283
H 0.388 4.132 1.348
H 1.721 4.620 2.395
H 0.675 3.279 2.868
H -1.154 1.458 -3.262
H 0.144 1.149 -4.392
H -0.492 2.781 -4.225
H -0.287 4.447 -2.107
H 1.402 4.812 -2.404
H 0.886 4.310 -0.801
H 3.065 1.409 -3.667
H 3.477 2.918 -2.833
H 2.521 2.956 -4.310
C 2.712 -5.647 -0.025
C 1.354 -5.387 -0.633
N 0.976 -4.029 -0.297
C 1.160 -3.467 0.908
N 0.696 -2.224 1.155
C 1.112 -1.737 2.485
C 1.032 -2.787 3.567
C 2.013 -3.864 3.217
N 1.884 -4.188 1.803
C 2.584 -5.431 1.463
H 3.441 -4.956 -0.455
H 3.052 -6.663 -0.217
H 0.620 -6.111 -0.262
H 1.373 -5.462 -1.719
H 0.284 -3.568 -0.868
H 0.474 -0.922 2.770
H 2.131 -1.344 2.425
H 0.014 -3.182 3.618
H 1.270 -2.351 4.537
H 1.845 -4.782 3.785
H 3.040 -3.539 3.416
H 2.048 -6.268 1.920
H 3.568 -5.384 1.937
O -1.447 -4.559 -3.203
C -0.887 -3.728 -4.103
C -0.739 -4.209 -5.405
C -0.172 -3.415 -6.376
C 0.263 -2.118 -6.086
C 0.117 -1.638 -4.808
C -0.452 -2.426 -3.797
C -0.563 -1.898 -2.449
O -0.942 -2.617 -1.468
O -0.313 -0.698 -2.136
H -1.555 -4.092 -2.358
H -1.086 -5.209 -5.622
H -0.065 -3.805 -7.379
H 0.707 -1.505 -6.858
H 0.450 -0.645 -4.548
*
```

## Properties
energy	-296505.2943	eV
lowest unoccupied orbital energy (spin up / spin down)	-0.1144 / -0.1753	Eh

---

Molecular formula: C41H58F8N6O5PSSeZr
Method: DFT, ωB97M-V/def2-TZVPD

The geometry in ORCA input format:
```
! wB97M-V def2-TZVPD RIJCOSX def2/J DEFGRID3
* xyz -1 1
Zr -0.663 -0.267 -0.289
C 3.009 2.735 -0.458
N 1.578 2.882 -0.313
C 1.130 4.178 -0.772
C 1.167 2.589 1.043
C -0.342 2.612 1.271
N -1.076 1.838 0.276
C -2.238 2.319 -0.219
C -2.836 1.658 -1.314
F -2.201 0.531 -1.799
C -3.947 2.074 -1.995
F -4.348 1.378 -3.073
C -4.649 3.195 -1.596
C -4.149 3.838 -0.483
F -4.800 4.920 -0.011
C -3.014 3.433 0.191
F -2.706 4.152 1.298
H 3.573 3.487 0.126
H 3.284 2.825 -1.509
H 3.314 1.744 -0.111
H 1.505 5.001 -0.133
H 0.041 4.219 -0.791
H 1.484 4.341 -1.790
H 1.604 3.321 1.755
H 1.575 1.613 1.317
H -0.673 3.643 1.301
H -0.518 2.199 2.273
H -5.530 3.538 -2.113
C 4.522 2.763 3.811
C 4.231 1.447 4.549
C 2.763 1.441 4.965
C 4.846 0.318 3.709
C 6.223 0.171 3.890
C 6.992 -0.624 3.066
C 6.392 -1.276 2.002
C 5.022 -1.200 1.800
C 4.374 -1.911 0.624
C 3.655 -3.191 1.063
C 5.345 -2.222 -0.513
C 4.237 -0.439 2.692
N 2.827 -0.428 2.532
C 2.040 -1.219 3.369
C 2.559 -2.144 4.277
C 1.727 -2.891 5.097
C 0.349 -2.747 5.026
C -0.194 -1.835 4.131
C 0.650 -1.093 3.336
F 0.067 -0.187 2.509
H 4.228 3.619 4.423
H 3.950 2.800 2.881
H 5.579 2.859 3.560
H 4.811 1.452 5.479
H 2.097 1.518 4.109
H 2.588 2.313 5.600
H 2.492 0.557 5.538
H 6.699 0.735 4.686
H 8.059 -0.709 3.229
H 7.004 -1.855 1.323
H 3.629 -1.231 0.210
H 4.362 -3.872 1.544
H 3.226 -3.700 0.196
H 2.845 -2.985 1.761
H 6.069 -2.990 -0.232
H 5.891 -1.333 -0.833
H 4.787 -2.601 -1.371
H 3.633 -2.267 4.334
H 2.164 -3.599 5.790
H -0.302 -3.336 5.659
H -1.260 -1.678 4.021
O 1.081 -1.104 0.247
H 2.468 -0.473 1.580
H 1.503 -1.323 -0.594
Se -2.710 -1.011 0.968
F 1.200 -1.216 -3.976
C 0.460 -0.157 -4.339
F 0.854 0.211 -5.563
F -0.813 -0.560 -4.425
S 0.658 1.244 -3.142
O 1.959 1.761 -3.450
O -0.485 2.079 -3.359
O 0.625 0.513 -1.852
O -0.822 -1.994 -1.609
P -1.538 -3.329 -1.593
N -3.113 -3.292 -2.038
C -4.187 -3.687 -1.093
C -5.403 -2.874 -1.538
C -4.791 -1.644 -2.201
C -3.600 -2.232 -2.944
N -1.399 -4.155 -0.188
C -1.740 -5.572 -0.147
C -0.486 -6.213 0.439
C -0.034 -5.185 1.483
C -0.579 -3.827 0.991
N -0.788 -4.275 -2.740
C -1.358 -4.709 -4.014
C -0.246 -4.432 -5.019
C 1.014 -4.758 -4.217
C 0.681 -4.263 -2.805
H -3.895 -3.414 -0.078
H -4.369 -4.764 -1.151
H -6.033 -2.620 -0.686
H -6.004 -3.438 -2.258
H -4.435 -0.959 -1.431
H -5.476 -1.122 -2.868
H -2.815 -1.506 -3.149
H -3.914 -2.677 -3.897
H -1.991 -5.943 -1.142
H -2.604 -5.732 0.509
H 0.261 -6.318 -0.351
H -0.673 -7.200 0.864
H 1.049 -5.165 1.603
H -0.464 -5.423 2.457
H 0.210 -3.130 0.722
H -1.198 -3.339 1.743
H -2.280 -4.176 -4.235
H -1.592 -5.782 -3.990
H -0.253 -3.374 -5.292
H -0.341 -5.027 -5.928
H 1.906 -4.274 -4.612
H 1.188 -5.837 -4.214
H 1.053 -3.249 -2.645
H 1.116 -4.907 -2.034
*
```

## Properties
energy	-171136.8034	eV
lowest unoccupied orbital energy	0.0850	Eh